(1)
ORCA calculation (ωB97M-V with the def2-TZVPD basis set) on a structure of composition CH21MnO13.

CARTESIAN COORDINATES (ANGSTROEM)
O1 30.086 28.314 -11.756
H1 30.731 28.675 -11.143
H2 29.735 27.506 -11.376
H3 29.397 28.958 -11.931
Mn1 28.563 31.663 -9.759
C1 28.133 31.246 -12.226
O2 28.221 30.338 -11.431
O3 28.195 31.127 -13.432
O4 28.097 32.341 -11.661
O5 25.928 30.855 -15.009
H4 26.776 30.981 -14.583
H5 25.768 29.913 -14.952
O6 30.443 29.791 -14.811
H6 29.709 30.143 -14.308
H7 30.526 30.383 -15.559
O7 28.378 33.007 -15.816
H8 29.257 33.356 -15.671
H9 28.311 32.267 -15.212
O8 25.398 33.293 -13.095
H10 26.239 32.843 -13.178
H11 25.510 34.104 -13.590
O9 27.156 28.576 -13.845
H12 27.531 29.224 -13.249
H13 27.889 27.999 -14.064
O10 29.912 34.464 -13.928
H14 29.339 34.202 -13.207
H15 30.090 35.390 -13.769
O11 31.169 32.152 -12.580
H16 31.065 32.063 -11.633
H17 30.276 32.125 -12.923
O12 26.866 28.266 -9.871
H18 27.288 29.110 -10.031
H19 27.433 27.629 -10.306
O13 28.146 35.011 -11.332
H20 28.090 34.056 -11.360
H21 28.714 35.196 -10.584

Results
- DFT total energy: -2179.3912 a.u.
- <S²>: 8.754
- Multiplicity: 6
- Total charge: +1
- HOMO (spin up / spin down): -12.3545 / -12.3541 eV

These are the Löwdin partial charges, in e, on atoms 1 to 4: number 1, O, carries 0.3696; number 2, H, carries 0.1836; number 3, H, carries 0.1837; number 4, H, carries 0.0989

---

(2)
ORCA calculation (ωB97M-V with the def2-TZVPD basis set) on a structure of composition C14H24BO8S2Sn.

CARTESIAN COORDINATES (ANGSTROEM)
Sn1 0.984 0.525 1.254
B1 3.896 0.946 0.278
H1 4.865 1.065 -0.183
H2 3.349 1.837 0.011
H3 3.487 0.052 -0.165
H4 3.867 0.807 1.348
C1 -0.086 1.920 -1.945
C2 -1.205 2.599 -1.594
C3 -1.655 3.919 -2.231
O1 -2.743 4.536 -1.850
C4 -0.981 4.502 -3.250
C5 0.226 3.904 -3.755
C6 0.738 2.475 -3.022
O2 1.739 1.895 -3.488
O3 0.976 4.401 -4.592
O4 -1.845 1.999 -0.626
H5 0.197 0.959 -1.541
H6 -1.392 5.309 -3.839
C7 -2.258 -3.807 0.892
S1 -0.759 -3.182 1.704
O5 -0.876 -1.652 1.782
C8 -0.879 -3.797 3.376
H7 -2.862 -3.204 0.215
H8 -2.991 -4.313 1.521
H9 -1.760 -4.601 0.337
H10 -0.651 -4.847 3.556
H11 -1.870 -3.547 3.755
H12 -0.084 -3.341 3.967
C9 -2.091 2.385 4.774
S2 -2.522 0.936 3.674
O6 -1.129 0.426 3.366
C10 -3.112 -0.142 5.014
H13 -1.295 2.284 5.512
H14 -2.988 2.829 5.205
H15 -1.748 3.109 4.034
H16 -4.150 0.085 5.257
H17 -2.327 -0.012 5.759
H18 -3.069 -1.210 4.800
O7 1.621 -1.679 -0.650
C11 1.710 -1.531 -1.875
O8 0.677 -1.282 -2.727
C12 1.170 -1.115 -4.092
C13 2.491 -1.691 -4.096
C14 2.995 -1.692 -2.645
H19 1.204 -0.065 -4.383
H20 0.521 -1.548 -4.853
H21 3.196 -1.144 -4.722
H22 2.454 -2.737 -4.402
H23 3.661 -0.852 -2.449
H24 3.303 -2.712 -2.414

Results
- DFT total energy: -2184.8749 a.u.
- <S²>: 0.756
- Multiplicity: 2
- Total charge: 0
- HOMO (spin up / spin down): -7.3219 / -7.3003 eV

These are the Löwdin partial charges, in e, on atoms 1 to 4: number 1, Sn, carries 1.7044; number 2, B, carries -0.4826; number 3, H, carries -0.0409; number 4, H, carries -0.0766

---

(3)
ORCA calculation (ωB97M-V with the def2-TZVPD basis set) on a cluster of 2 separate species, CH2N2O2S in total.

CARTESIAN COORDINATES (ANGSTROEM)
C1 1.280 0.923 0.434
N1 0.492 1.483 -0.340
N2 -0.098 2.161 -0.990
O1 -2.107 -2.665 -1.114
O2 -0.627 -1.564 0.480
S1 -1.961 -1.681 -0.077
H1 2.321 1.140 0.514
H2 0.699 0.202 1.093

Results
- DFT total energy: -697.3913 a.u.
- Multiplicity: 1
- Total charge: 0
- HOMO: -8.5384 eV

These are the Löwdin partial charges, in e, on atoms 1 to 4: number 1, C, carries -0.0756; number 2, N, carries -0.2521; number 3, N, carries 0.1877; number 4, O, carries -0.4275

---

(4)
ORCA calculation (ωB97M-V with the def2-TZVPD basis set) on a cluster of 3 separate species, C16H23IO10P2S in total.

CARTESIAN COORDINATES (ANGSTROEM)
O1 4.603 0.742 1.168
C1 4.046 1.660 0.615
C2 4.772 2.914 0.154
C3 4.371 3.535 -0.945
C4 3.203 2.948 -1.720
O2 3.144 2.927 -2.926
C5 2.119 2.333 -0.838
C6 0.781 2.432 -1.184
C7 -0.155 1.832 -0.342
I1 -2.210 2.002 -0.866
C8 0.261 1.122 0.810
S1 -0.976 0.347 1.858
C9 1.614 1.055 1.128
C10 2.550 1.667 0.320
H1 5.602 3.313 0.743
H2 4.837 4.450 -1.318
H3 0.482 2.973 -2.080
H4 -1.052 1.139 2.956
H5 1.906 0.507 2.025
C11 6.012 -1.733 -5.264
O3 5.407 -1.723 -3.974
P1 4.123 -2.746 -3.681
O4 3.656 -2.986 -5.087
O5 3.275 -1.559 -2.954
C12 3.620 -0.179 -2.966
O6 3.192 -3.927 -2.955
C13 2.142 -3.628 -2.041
H6 6.916 -1.127 -5.204
H7 6.281 -2.744 -5.561
H8 5.336 -1.288 -5.991
H9 3.644 0.214 -3.981
H10 4.570 -0.016 -2.458
H11 2.847 0.353 -2.416
H12 1.349 -3.079 -2.547
H13 2.510 -3.067 -1.184
H14 1.740 -4.575 -1.681
C14 -4.644 1.143 5.143
O7 -5.155 -0.105 4.692
P2 -5.591 -0.274 3.075
O8 -5.800 1.202 2.830
O9 -7.000 -0.983 3.503
C15 -7.475 -1.128 4.836
O10 -5.830 -0.636 1.453
C16 -6.942 -1.389 0.985
H15 -4.277 0.996 6.159
H16 -3.824 1.480 4.512
H17 -5.443 1.883 5.157
H18 -7.609 -0.157 5.313
H19 -6.810 -1.762 5.418
H20 -8.448 -1.617 4.780
H21 -7.868 -0.844 1.172
H22 -6.978 -2.374 1.447
H23 -6.823 -1.522 -0.091

Results
- DFT total energy: -2754.3680 a.u.
- Multiplicity: 1
- Total charge: 0
- HOMO: -9.2536 eV
- SMILES: O=C1C=CC(=O)c2cc(I)c(S)cc21.COP(=O)(OC)OC.COP(=O)(OC)OC

These are the Löwdin partial charges, in e, on atoms 1 to 4: number 1, O, carries 0.1204; number 2, C, carries -0.3134; number 3, C, carries 0.0223; number 4, C, carries 0.0257

---

(5)
ORCA calculation (ωB97M-V with the def2-TZVPD basis set) on the ion C3H6ClN2 with charge +1.

CARTESIAN COORDINATES (ANGSTROEM)
C1 1.055 -0.480 -0.681
C2 -0.898 -0.466 0.908
C3 0.605 0.635 -1.544
N1 0.434 -0.949 0.297
N2 -0.875 0.037 2.083
Cl1 -2.319 -0.890 0.152
H1 1.886 -1.077 -1.034
H2 -0.372 1.162 -1.165
H3 0.787 0.337 -2.644
H4 1.415 1.287 -1.247
H5 -0.004 -0.018 2.478
H6 -1.714 0.422 2.398

Results
- DFT total energy: -687.1558 a.u.
- <S²>: 2.008
- Multiplicity: 3
- Total charge: +1
- HOMO (spin up / spin down): -11.0799 / -15.5852 eV

These are the Löwdin partial charges, in e, on atoms 1 to 4: number 1, C, carries -0.1290; number 2, C, carries -0.8359; number 3, C, carries -0.0040; number 4, N, carries 0.2593

---

(6)
ORCA calculation (ωB97M-V with the def2-TZVPD basis set) on a cluster of 7 separate species, C21H56O7 in total.

CARTESIAN COORDINATES (ANGSTROEM)
C1 -5.684 -1.377 -0.939
C2 -4.270 -0.807 -1.107
C3 -4.081 -0.245 -2.493
O1 -4.039 0.230 -0.152
H1 -5.869 -2.154 -1.702
H2 -6.514 -0.648 -1.031
H3 -5.722 -1.893 0.022
H4 -3.499 -1.649 -0.936
H5 -4.547 -0.936 -3.236
H6 -3.067 0.065 -2.827
H7 -4.840 0.541 -2.737
H8 -3.237 0.675 -0.348
C4 4.492 0.369 -3.278
C5 5.025 0.275 -1.842
C6 6.133 -0.785 -1.694
O2 5.451 1.600 -1.361
H9 5.273 0.468 -4.010
H10 3.810 1.261 -3.297
H11 3.927 -0.562 -3.459
H12 4.161 0.137 -1.183
H13 6.607 -0.884 -0.725
H14 6.866 -0.543 -2.458
H15 5.654 -1.729 -1.998
H16 6.134 1.927 -1.929
C7 -3.043 3.427 1.103
C8 -3.237 4.142 2.375
C9 -2.681 5.571 2.238
O3 -4.632 4.287 2.609
H17 -3.500 2.441 1.155
H18 -2.030 3.175 0.904
H19 -3.555 3.808 0.233
H20 -2.834 3.560 3.196
H21 -3.082 6.197 3.055
H22 -3.034 5.828 1.253
H23 -1.627 5.623 2.275
H24 -5.070 3.416 2.464
C10 0.413 -0.346 -1.009
C11 -0.441 -0.830 0.162
C12 0.601 -1.495 1.153
O4 -0.985 0.360 0.736
H25 1.065 0.404 -0.531
H26 -0.220 0.189 -1.800
H27 1.135 -1.081 -1.397
H28 -1.223 -1.522 -0.110
H29 0.136 -1.563 2.148
H30 1.357 -0.648 1.236
H31 1.137 -2.379 0.873
H32 -1.355 0.119 1.622
C13 -2.788 -1.921 4.122
C14 -3.727 -0.875 3.475
C15 -4.321 0.038 4.474
O5 -3.040 -0.162 2.443
H33 -3.459 -2.474 4.844
H34 -1.970 -1.520 4.694
H35 -2.374 -2.572 3.268
H36 -4.465 -1.528 3.054
H37 -4.811 0.946 4.071
H38 -3.581 0.345 5.161
H39 -5.103 -0.499 4.975
H40 -3.640 -0.122 1.664
C16 4.333 0.469 1.692
C17 3.922 1.940 1.566
C18 2.552 2.211 0.876
O6 3.881 2.576 2.896
H41 4.171 -0.017 0.706
H42 3.671 -0.085 2.343
H43 5.310 0.333 2.065
H44 4.633 2.457 0.933
H45 2.425 3.286 0.687
H46 1.687 1.851 1.468
H47 2.552 1.696 -0.056
H48 4.183 1.908 3.515
C19 3.433 -3.881 -2.877
C20 2.099 -3.922 -3.619
C21 1.866 -2.812 -4.652
O7 2.061 -5.206 -4.282
H49 4.226 -3.831 -3.671
H50 3.518 -4.808 -2.311
H51 3.534 -2.979 -2.310
H52 1.255 -3.896 -2.857
H53 2.624 -2.716 -5.409
H54 1.650 -1.898 -4.076
H55 1.006 -2.978 -5.310
H56 1.228 -5.372 -4.783

Results
- DFT total energy: -1360.3019 a.u.
- Multiplicity: 1
- Total charge: 0
- HOMO: -9.7680 eV
- SMILES: CC(C)O.CC(C)O.CC(C)O.CC(C)O.CC(C)O.CC(C)O.CC(C)O

These are the Löwdin partial charges, in e, on atoms 1 to 4: number 1, C, carries -0.0549; number 2, C, carries -0.4827; number 3, C, carries -0.0751; number 4, O, carries -0.0685